111
Properties=species:S:1:pos:R:3:forces:R:3:mulliken_charge:R:1 method="wB97M-V/def2-TZVPD" s_squared=2.021 e_homo_ha="-0.4454 / -0.4488" total_charge=+2 de_lowest_kj_mol=6.78 largest_force_ev_per_a=1.13 gap_ev="6.3 / 6.0" spin_multiplicity=3
W 0.352386 0.473736 0.194369 0.090 -1.016 -0.479 0.96
C -0.087271 3.304592 3.620259 -0.034 0.019 0.032 -2.04
C 0.382787 2.382555 2.557081 0.123 0.035 -0.038 1.01
N -0.382470 1.670790 1.800551 -0.064 0.093 0.089 1.49
N -1.750043 1.777050 1.954441 0.042 0.001 -0.060 -1.28
C -2.337985 1.000550 1.082017 -0.027 0.455 0.007 -0.54
O -1.659777 0.205503 0.303408 -0.076 0.131 0.177 0.26
C -3.787514 1.151816 0.874914 0.029 -0.290 0.023 0.38
C -4.340996 0.750731 -0.339580 -0.042 -0.004 0.039 -0.09
C -5.689907 0.956801 -0.581829 0.033 -0.019 -0.023 -1.23
C -6.485839 1.544967 0.390291 -0.037 0.010 0.014 -0.47
C -5.936596 1.936584 1.605439 0.020 -0.006 0.004 -0.83
C -4.587605 1.748920 1.848593 -0.021 -0.019 0.004 -0.33
C 1.810610 2.166293 2.296922 -0.009 -0.086 0.000 0.85
C 2.816903 2.685501 3.090103 0.014 -0.059 -0.100 -1.00
C 4.129451 2.315135 2.829170 -0.018 0.053 0.052 -0.66
C 4.386285 1.432377 1.797089 0.018 -0.052 -0.066 -1.25
C 3.333487 0.966618 1.026302 0.006 0.167 -0.056 -0.35
N 2.072058 1.343706 1.253936 -0.102 0.069 0.156 0.72
H -1.167279 3.399101 3.596103 0.009 -0.008 -0.011 0.43
H 0.372193 4.286103 3.490589 -0.005 0.005 0.003 0.42
H 0.213222 2.926359 4.600339 -0.005 0.003 0.006 0.36
H -3.709456 0.295231 -1.090129 0.015 0.019 -0.005 0.61
H -6.120813 0.661694 -1.529156 -0.003 -0.001 -0.002 0.45
H -7.539556 1.701484 0.201550 -0.001 0.000 0.000 0.43
H -6.562577 2.391167 2.360852 -0.003 0.004 0.003 0.44
H -4.148020 2.055836 2.787256 0.004 0.009 0.003 0.47
H 2.579941 3.357057 3.901625 -0.024 0.003 0.011 0.59
H 4.934767 2.709948 3.433402 0.015 -0.007 -0.002 0.54
H 5.391363 1.109537 1.566920 0.008 0.010 0.007 0.58
H 3.485251 0.310063 0.181440 -0.002 -0.003 0.011 0.69
C -1.822977 -4.860393 2.285850 0.005 -0.025 0.025 -1.16
C -2.205351 -3.436812 2.616865 -0.016 0.005 -0.003 0.59
C -2.287120 -3.143892 4.096115 0.000 0.003 0.014 -1.40
O -1.273491 -2.472900 1.984293 0.006 -0.017 -0.026 -0.22
P 0.268846 -2.455941 1.885147 0.020 0.023 0.002 -0.60
O 0.751427 -1.046088 1.652161 -0.040 0.151 -0.064 0.34
C 0.797795 -3.448935 0.480367 0.037 0.056 -0.040 -0.53
P 0.028337 -2.830720 -1.026594 -0.021 -0.059 0.041 -0.50
O -0.136133 -1.351651 -0.940728 -0.148 0.369 -0.087 -0.60
O 0.892443 -3.179087 -2.271850 0.083 0.041 0.067 0.11
C 1.092835 -4.544684 -2.803726 -0.045 -0.002 -0.045 0.74
C 2.443143 -5.041500 -2.341878 0.005 -0.017 -0.007 -1.39
C 0.972439 -4.435593 -4.304939 0.001 -0.004 0.006 -1.53
O -1.303456 -3.641346 -1.076758 0.032 0.016 0.031 -0.07
C -2.453010 -3.220890 -1.913834 -0.009 0.023 0.015 0.73
C -2.877076 -4.422574 -2.721304 -0.010 -0.010 -0.012 -1.51
C -3.511531 -2.707835 -0.966963 -0.015 -0.023 -0.021 -0.92
O 0.874455 -3.108488 3.154434 -0.037 -0.045 -0.006 -0.28
C 1.921934 -2.612431 4.075136 -0.004 0.022 -0.027 0.38
C 3.224996 -2.450033 3.326603 0.008 0.022 0.009 -1.08
C 1.443929 -1.359032 4.772860 0.029 0.012 0.014 -0.95
H -2.573599 -5.532213 2.702609 -0.008 0.006 -0.014 0.54
H -0.864167 -5.129610 2.734544 -0.001 0.016 -0.002 0.28
H -1.789093 -5.019694 1.208341 0.004 -0.001 -0.022 0.13
H -3.145203 -3.179250 2.130759 0.010 0.004 0.008 0.34
H -1.371324 -3.437416 4.609003 0.014 0.002 -0.009 0.25
H -3.112805 -3.710788 4.526680 0.003 -0.005 -0.004 0.51
H -2.476760 -2.085139 4.269098 -0.006 0.007 0.002 0.32
H 0.592637 -4.509830 0.623597 -0.022 -0.003 0.025 0.64
H 1.877931 -3.299086 0.395271 0.003 -0.051 0.001 0.65
H 0.288603 -5.167205 -2.404302 0.008 -0.005 0.002 0.31
H 3.226783 -4.354064 -2.660177 0.004 0.005 -0.007 0.29
H 2.643096 -6.016273 -2.786310 -0.007 -0.003 0.002 0.46
H 2.489589 -5.157108 -1.258659 -0.002 0.013 0.009 0.27
H 1.759966 -3.796410 -4.703788 0.003 0.008 0.002 0.34
H 0.007335 -4.020293 -4.592691 -0.005 0.002 0.000 0.34
H 1.069577 -5.423982 -4.753602 0.003 -0.003 0.005 0.44
H -2.100755 -2.420336 -2.569181 -0.010 0.006 0.011 0.26
H -3.176516 -5.238351 -2.062827 0.003 -0.001 0.010 0.33
H -2.076314 -4.771219 -3.372731 0.009 0.006 0.000 0.28
H -3.730132 -4.158609 -3.346450 0.001 0.004 0.001 0.44
H -3.852693 -3.515848 -0.317176 0.001 -0.007 0.001 0.30
H -4.370818 -2.346605 -1.532953 -0.001 0.004 0.000 0.54
H -3.123738 -1.891225 -0.358032 0.013 -0.006 0.002 -0.14
H 1.995892 -3.433536 4.785606 0.013 0.011 -0.002 0.33
H 3.158752 -1.636908 2.600757 -0.005 -0.007 0.004 0.05
H 3.502500 -3.373101 2.818178 0.004 -0.009 -0.002 0.35
H 4.017270 -2.208935 4.035498 0.003 -0.003 0.002 0.50
H 1.347870 -0.532996 4.066795 0.004 -0.010 0.009 -0.06
H 2.171267 -1.081550 5.536525 -0.005 -0.003 0.005 0.48
H 0.486235 -1.525643 5.264735 -0.010 0.000 -0.007 0.33
Br 2.603446 7.153833 0.695839 -0.001 0.000 0.009 -0.16
C 2.408354 6.591180 -1.099089 -0.005 -0.016 -0.025 0.00
C 3.206505 5.559366 -1.574467 -0.007 0.015 0.032 -0.52
C 3.027601 5.097795 -2.866215 0.050 0.084 0.040 -0.17
C 2.056039 5.679426 -3.675022 0.035 -0.032 -0.070 0.08
C 1.336405 6.777443 -3.226178 -0.027 -0.036 0.000 -0.29
C 1.490012 7.222944 -1.921800 0.020 -0.013 0.038 -0.50
N 1.808588 5.252241 -5.026242 0.140 0.135 -0.058 -0.37
N 1.683773 4.057942 -5.320691 -0.161 -0.087 0.120 -0.52
C 1.653165 3.058702 -4.284697 0.063 -0.076 -0.208 -0.11
C 2.544193 2.020455 -4.345758 -0.004 0.056 0.046 -0.61
C 2.628722 1.055534 -3.320968 -0.148 0.012 0.047 -0.49
C 1.771480 1.132345 -2.252382 0.117 0.042 0.074 0.27
O 1.778119 0.293226 -1.202269 0.101 0.124 0.191 -0.21
C 0.794544 2.152399 -2.228182 0.047 -0.100 0.002 0.22
N -0.037076 2.129965 -1.140872 -0.086 -0.130 0.037 -0.15
C -0.998605 3.038484 -1.058351 0.039 0.006 -0.085 0.00
C -1.223740 3.974670 -2.074099 0.029 -0.037 0.029 -1.67
C -0.401164 4.001012 -3.170099 -0.010 0.053 0.000 -0.43
C 0.682868 3.102056 -3.251371 -0.059 -0.072 0.064 0.66
H 3.966059 5.125264 -0.939050 0.005 -0.004 0.008 0.54
H 3.651334 4.298343 -3.240434 -0.004 0.027 0.000 0.54
H 0.643073 7.268593 -3.897008 0.002 -0.007 -0.013 0.49
H 0.911750 8.059264 -1.555159 -0.002 0.002 0.003 0.46
H 3.234401 1.978272 -5.178448 0.004 0.013 -0.010 0.49
H 3.361648 0.262381 -3.373238 0.008 -0.010 0.014 0.58
H -1.623578 3.029300 -0.175481 -0.017 -0.033 -0.004 0.76
H -2.053285 4.658928 -1.973194 0.001 0.017 -0.029 0.53
H -0.585478 4.694885 -3.979740 0.012 0.034 0.032 0.70